ORCA calculation (ωB97M-V/def2-TZVPD) on a molecular structure, C6H2B2F8O4Ti at a distorted geometry.

```
23
Properties=species:S:1:pos:R:3:lowdin_spin:R:1
Ti 1.47132 -1.20829 0.47567 1.89
C -3.23341 0.76604 -0.08371 0.38
C -2.12153 0.09581 0.50677 0.18
C -0.79466 0.99313 0.78656 0.15
O 0.17946 0.40905 1.34886 0.09
C -0.84041 2.28907 0.10370 0.01
C -1.86739 2.79356 -0.59088 0.10
C -3.18100 2.05793 -0.55414 0.17
O -4.32366 2.36389 -1.15975 0.47
O -1.66999 3.88206 -1.28292 0.20
O -2.06515 -1.08947 0.78359 0.26
H -4.21244 0.31847 0.00334 0.01
H 0.09707 2.81482 -0.00182 0.00
B 2.27937 -3.21928 1.83158 0.01
F 1.36939 -2.63638 2.59487 0.01
F 3.23181 -2.26327 1.57626 0.02
F 2.83002 -4.23663 2.46526 0.00
F 1.77925 -3.59896 0.61102 0.01
B 2.17939 -0.06062 -1.87859 0.01
F 2.94326 0.07453 -3.00190 0.00
F 3.01951 -0.06261 -0.73297 0.02
F 1.21862 0.92404 -1.95836 0.01
F 1.71117 -1.40689 -1.84244 0.02
```

Properties
highest occupied orbital energy (spin up / spin down) = 0.67 / -1.14 eV
Kohn-Sham gap (spin up / spin down) = 4.24 / 5.86 eV
LUMO (spin up / spin down) = 4.91 / 4.73 eV
2S+1 = 5
total charge = -2

---

ORCA calculation (ωB97M-V/def2-TZVPD) on C23H24N2O5 in the gas phase at a distorted geometry.

```
54
Properties=species:S:1:pos:R:3:mulliken_charge:R:1
C -2.76040 3.97211 0.17129 -1.39
C -2.14567 2.69121 0.71603 -0.06
H -2.49314 2.50798 1.73713 0.31
H -2.38383 1.83431 0.08294 0.28
O -0.71722 2.76452 0.72117 -0.22
C -0.13720 3.34585 1.77664 0.12
O -0.73580 3.77935 2.72316 -0.60
C 1.37194 3.39058 1.58205 0.56
C 2.07495 4.16351 2.70031 -1.20
C 2.06361 3.37220 4.00647 -0.54
C 2.64303 1.97768 3.78488 -1.06
N 1.89202 1.28921 2.75270 0.09
C 1.01390 0.32166 3.11695 0.34
O 0.91828 -0.07045 4.26490 -0.68
C 0.17350 -0.27903 2.03221 0.64
C 0.75116 -0.94790 0.96045 -1.23
C -0.11755 -1.51646 0.05116 0.74
C -1.52066 -1.42985 0.18416 1.14
C -2.08221 -0.77859 1.27515 -1.31
C -1.21612 -0.22029 2.19106 -0.54
H -1.60290 0.27967 3.06637 0.55
H -3.15179 -0.72725 1.39572 0.49
N -2.08511 -2.07959 -0.88156 -0.76
C -1.08956 -2.52131 -1.58441 0.69
C -1.19250 -3.28133 -2.81041 -0.17
C -2.45068 -3.57737 -3.32829 -0.72
C -2.54500 -4.30755 -4.49903 -0.59
C -1.40651 -4.74037 -5.14919 -0.56
C -0.14030 -4.44738 -4.63398 0.65
C -0.03582 -3.71430 -3.46054 -0.24
H 0.92136 -3.46822 -3.02992 0.63
O 0.91351 -4.92092 -5.34978 -0.44
C 2.21603 -4.66807 -4.87943 -0.81
H 2.88461 -5.13926 -5.59801 0.23
H 2.42728 -3.59473 -4.83893 0.33
H 2.37889 -5.10903 -3.89092 0.33
H -1.46463 -5.31153 -6.06212 0.45
H -3.51473 -4.54354 -4.91004 0.39
H -3.32485 -3.23082 -2.80273 0.49
O 0.14223 -2.21669 -1.07961 -0.47
H 1.82114 -1.03572 0.85343 0.52
C 1.93170 1.95799 1.47795 -1.38
H 2.97841 2.01548 1.15407 0.36
H 1.36080 1.40135 0.73568 0.61
H 3.68987 2.04314 3.46763 0.36
H 2.57656 1.37983 4.69480 0.49
H 1.03769 3.28012 4.36293 0.30
H 2.64554 3.89623 4.76517 0.41
H 3.10701 4.35566 2.39645 0.46
H 1.57643 5.12246 2.84740 0.39
H 1.54126 3.88432 0.61905 0.53
H -2.51794 4.80800 0.82314 0.34
H -3.84003 3.86442 0.12470 0.42
H -2.38056 4.17869 -0.82641 0.31
```

Properties
highest occupied orbital energy = -8.33 eV
ΔE to the lowest compared entry with this formula, charge and spin = 21.3 kcal/mol
Kohn-Sham gap = 8.35 eV
LUMO = 0.01 eV
SMILES = CCOC(=O)[C@H]1CCCN(C(=O)c2ccc3nc(-c4cccc(OC)c4)oc3c2)C1
total charge = 0

---

ORCA calculation (ωB97M-V/def2-TZVPD) on 8 unconnected molecules or ions with the total composition C35H70INO23P at a distorted geometry.

```
131
Properties=species:S:1:pos:R:3:lowdin_spin:R:1
C 5.83463 2.25344 1.01763 0.00
C 5.02320 3.19836 -0.09861 0.00
C 4.56981 4.54336 0.67031 0.00
C 3.01568 4.96943 0.67031 0.00
C 1.91384 3.89258 0.15546 0.00
C 1.49784 2.71514 1.21453 0.00
P 2.54925 2.68922 2.83147 0.00
O 2.42488 1.15226 3.66074 0.00
I 1.51798 4.29388 4.45991 0.00
C -0.05184 2.96523 1.68334 0.00
C -1.20051 2.47261 0.63143 0.02
C -1.77150 3.77713 -0.24702 0.01
C -2.51983 1.98926 1.53893 0.01
N -0.76619 1.45198 -0.39033 0.30
O -1.80880 0.62265 -0.69865 0.61
C 0.32822 0.53418 0.09884 0.02
C 0.67757 -0.47643 -1.18787 0.00
C -0.08648 -0.45559 1.33800 0.02
C 1.74295 1.27074 0.47921 0.00
H 5.87712 1.12367 0.71777 0.00
H 6.93780 2.67770 1.18497 0.00
H 5.31907 2.33711 2.08799 0.00
H 4.21737 2.61316 -0.70099 0.00
H 5.86670 3.50311 -0.88693 0.00
H 4.93906 4.47507 1.80286 0.00
H 5.19544 5.45032 0.21096 0.00
H 2.74755 5.36526 1.76440 0.00
H 2.90531 5.93519 -0.02345 0.00
H 2.23582 3.48693 -0.92047 0.00
H 0.91262 4.50792 -0.05859 0.00
H 3.20224 0.61177 3.28539 0.00
H -0.23934 2.41537 2.69942 0.00
H -0.19543 4.13939 1.84305 0.00
H -2.81252 3.47612 -0.69584 0.00
H -1.02507 4.06682 -1.10951 0.00
H -1.98578 4.68273 0.49242 0.00
H -2.33469 0.99287 2.12250 0.00
H -3.50887 1.93587 0.91540 0.00
H -2.66149 2.83200 2.37254 0.00
H 0.50118 0.16965 -2.15939 0.00
H 1.79243 -0.83138 -1.20060 0.00
H -0.11172 -1.35638 -1.21841 0.00
H 0.86664 -1.10335 1.59211 0.00
H -0.95161 -1.20225 1.06733 0.00
H -0.31406 0.17756 2.31749 0.00
H 2.36060 1.34505 -0.53938 0.00
H 2.35594 0.48910 1.13884 0.00
C -2.33808 -7.37667 0.85339 0.00
O -2.48591 -6.44403 -0.21550 0.00
C -2.81000 -5.18731 0.18084 0.00
O -2.97536 -4.81912 1.33328 0.00
O -2.91822 -4.41138 -0.92701 0.00
C -3.25777 -3.05204 -0.66058 0.00
H -2.07918 -8.34735 0.42159 0.00
H -1.52791 -7.07077 1.52330 0.00
H -3.27782 -7.48464 1.40437 0.00
H -2.48440 -2.57329 -0.05125 0.00
H -4.23440 -2.98707 -0.17012 0.00
H -3.31745 -2.52487 -1.61670 0.00
C -4.86648 3.26849 -3.34599 0.00
O -4.72913 4.67912 -3.50550 0.00
C -5.64047 5.41041 -2.81545 0.00
O -6.52606 4.96475 -2.10262 0.00
O -5.39578 6.72320 -3.05592 0.00
C -6.28468 7.61754 -2.38950 0.00
H -4.08754 2.78367 -3.94087 0.00
H -4.72716 2.98313 -2.29818 0.00
H -5.84072 2.93132 -3.71413 0.00
H -6.20203 7.50605 -1.30354 0.00
H -7.31573 7.45428 -2.71946 0.00
H -5.99699 8.63899 -2.65311 0.00
C -0.14781 -11.18749 -4.47098 0.00
O -0.01046 -9.77686 -4.63049 0.00
C -0.92180 -9.04557 -3.94044 0.00
O -1.80739 -9.49122 -3.22761 0.00
O -0.67712 -7.73278 -4.18091 0.00
C -1.56601 -6.83844 -3.51450 0.00
H 0.63113 -11.67231 -5.06586 0.00
H -0.00849 -11.47285 -3.42318 0.00
H -1.12206 -11.52466 -4.83912 0.00
H -1.48336 -6.94993 -2.42853 0.00
H -2.59706 -7.00170 -3.84445 0.00
H -1.27832 -5.81699 -3.77810 0.00
C -0.68358 5.49036 6.80698 0.00
O -1.92644 6.18316 6.90445 0.00
C -3.01570 5.37438 6.93386 0.00
O -3.00445 4.15434 6.88502 0.00
O -4.11942 6.15811 7.02699 0.00
C -5.34936 5.43722 7.06777 0.00
H 0.11769 6.23427 6.79127 0.00
H -0.53407 4.84164 7.67620 0.00
H -0.63529 4.91274 5.87834 0.00
H -5.38637 4.78645 7.94737 0.00
H -5.48767 4.85745 6.14945 0.00
H -6.16409 6.16268 7.14235 0.00
C 2.08414 -8.75011 -6.50457 0.00
O 2.76898 -7.57121 -6.92335 0.00
C 3.28377 -6.83378 -5.90714 0.00
O 3.20441 -7.09801 -4.71766 0.00
O 3.90202 -5.75162 -6.44363 0.00
C 4.49487 -4.87876 -5.48409 0.00
H 1.71447 -9.26148 -7.39762 0.00
H 2.76580 -9.42609 -5.97814 0.00
H 1.22637 -8.49499 -5.87409 0.00
H 5.27287 -5.39994 -4.91693 0.00
H 3.73342 -4.46877 -4.81276 0.00
H 4.96012 -4.04927 -6.02365 0.00
C -7.39942 -1.30733 4.32318 0.00
O -6.91056 -0.27894 5.18203 0.00
C -6.01299 0.55544 4.59924 0.00
O -5.61532 0.48882 3.44666 0.00
O -5.63462 1.47660 5.52087 0.00
C -4.68483 2.42782 5.04424 0.00
H -8.10906 -1.91406 4.89237 0.00
H -7.92567 -0.87612 3.46536 0.00
H -6.58138 -1.95480 3.99161 0.00
H -5.10254 3.00833 4.21532 0.00
H -3.75813 1.92967 4.74150 0.00
H -4.45423 3.11475 5.86314 0.00
C 9.52680 3.00444 -1.68218 0.00
O 9.08786 1.69195 -1.33739 0.00
C 9.69681 0.69876 -2.03326 0.00
O 10.55257 0.84529 -2.89187 0.00
O 9.18872 -0.48548 -1.60837 0.00
C 9.74131 -1.62828 -2.25855 0.00
H 8.97434 3.71852 -1.06528 0.00
H 10.59484 3.12194 -1.47194 0.00
H 9.31196 3.21962 -2.73380 0.00
H 10.81785 -1.69598 -2.07134 0.00
H 9.53500 -1.59837 -3.33332 0.00
H 9.26315 -2.51874 -1.84133 0.00
```

Properties
highest occupied orbital energy (spin up / spin down) = -8.51 / -8.51 eV
Kohn-Sham gap (spin up / spin down) = 8.40 / 7.86 eV
LUMO (spin up / spin down) = -0.12 / -0.65 eV
2S+1 = 2
total charge = 0

---

ORCA calculation (ωB97M-V/def2-TZVPD) on 3 unconnected molecules or ions with the total composition C3H12NO2 at a distorted geometry.

```
18
Properties=species:S:1:pos:R:3:mulliken_charge:R:1
C 0.10017 -1.94643 -1.13552 -1.12
C 0.78650 -0.60279 -0.80135 -0.36
C -0.52603 1.41386 -0.98861 -0.17
N -0.36204 0.26718 -0.45784 0.13
H -0.60913 -2.18854 -0.37153 0.33
H -0.38854 -1.88372 -2.10084 0.34
H 0.81628 -2.75747 -1.09820 0.37
H 1.60512 -0.56163 -0.10119 0.36
H 1.15343 -0.27757 -1.77690 0.34
H -1.50218 1.88810 -0.90612 0.25
H 0.26448 2.01714 -1.40878 0.31
H -0.89406 0.14738 0.44488 0.25
H -2.71875 0.00673 1.73601 0.29
H -1.68035 -0.79561 2.55126 0.30
O -1.79349 -0.26336 1.75647 -0.62
H 1.38289 1.93918 2.12119 0.30
H 2.66213 1.83001 1.30842 0.31
O 1.70359 1.76757 1.22865 -0.59
```

Properties
highest occupied orbital energy = -15.39 eV
ΔE to the lowest compared entry with this formula, charge and spin = 33.5 kcal/mol
Kohn-Sham gap = 10.88 eV
LUMO = -4.51 eV
total charge = +1

---

ORCA calculation (ωB97M-V/def2-TZVPD) on 7 unconnected molecules or ions with the total composition C18H36Br6O12 at a distorted geometry.

```
72
Properties=species:S:1:pos:R:3:mulliken_charge:R:1
C 5.43046 3.25862 -6.35063 -0.62
O 5.36155 3.37835 -4.93235 -0.30
C 4.07388 3.72153 -4.59019 0.80
O 3.08833 3.74567 -5.29511 -0.55
O 4.07682 4.05760 -3.27240 -0.31
C 2.79162 4.27957 -2.74472 -0.55
H 6.27735 2.58234 -6.55301 0.23
H 5.63754 4.20163 -6.85918 0.28
H 4.48797 2.84705 -6.80354 0.30
H 2.18697 4.76424 -3.48169 0.33
H 2.85824 4.75926 -1.74738 0.21
H 2.23054 3.28623 -2.67235 0.19
C -0.37819 -3.01677 -4.05257 -0.78
O -1.07461 -2.23514 -2.99853 -0.11
C -1.90337 -1.31842 -3.41864 0.74
O -1.94645 -0.88022 -4.54391 -0.60
O -2.49312 -0.90668 -2.30756 -0.17
C -3.28131 0.30180 -2.51781 -0.69
H -0.85918 -2.73762 -4.99962 0.39
H -0.50152 -4.10439 -3.86638 0.20
H 0.68354 -2.70184 -3.99130 0.25
H -4.03334 0.34494 -1.69905 0.06
H -3.85834 0.24073 -3.43940 0.42
H -2.60678 1.12913 -2.47602 0.31
C 3.81636 -1.41674 1.60152 -0.62
O 3.53623 -0.10986 2.19888 -0.32
C 3.03569 -0.03938 3.36476 0.88
O 2.76942 -1.03145 4.07382 -0.57
O 2.95276 1.21014 3.69391 -0.32
C 2.80203 1.57325 5.08420 -0.39
H 4.09866 -1.17212 0.60875 0.19
H 2.92652 -2.01235 1.63080 0.27
H 4.72885 -1.83500 2.07322 0.31
H 2.36936 2.56472 5.02470 0.22
H 3.84036 1.71154 5.49393 0.27
H 2.26064 0.80619 5.64909 0.07
C -2.24597 4.13790 0.77525 -0.74
O -2.93240 3.08124 1.41525 -0.33
C -3.93247 2.43459 0.88625 0.91
O -4.36075 2.64296 -0.22821 -0.59
O -4.49621 1.60140 1.83447 -0.31
C -5.56748 0.74953 1.26576 -0.64
H -2.84301 5.02600 0.81461 0.36
H -2.02017 3.95528 -0.25100 0.31
H -1.39257 4.36800 1.41518 0.24
H -6.48311 0.87237 1.93677 0.25
H -5.28657 -0.27243 1.40743 0.24
H -5.81490 0.95146 0.20933 0.31
Br 0.99034 -1.31829 7.01273 -0.17
C 0.30787 -2.05058 5.43012 -0.20
C 1.12479 -3.25517 4.96967 -0.43
Br 0.22498 -4.17697 3.57390 -0.17
H 0.29446 -1.33885 4.65104 -0.14
H -0.72614 -2.25669 5.75664 0.41
H 1.25398 -3.90705 5.83641 0.45
H 2.13159 -2.99607 4.61925 0.25
Br -0.69522 -4.04095 0.11156 -0.15
C -2.41806 -4.77029 -0.48380 -0.47
C -3.30176 -3.60496 -0.53979 -0.34
Br -5.09318 -4.34661 -0.96612 -0.18
H -2.58092 -5.47394 0.36019 0.38
H -2.22639 -5.33878 -1.39455 0.39
H -3.09284 -2.98767 -1.42281 -0.08
H -3.32078 -3.05545 0.37282 0.42
Br -1.61225 -0.56545 2.42840 -0.11
C -0.01123 -0.75566 1.43185 -0.13
C -0.28046 -0.27506 0.01759 0.36
Br 1.31624 -0.44631 -1.04109 -0.20
H 0.48373 -1.69360 1.52677 0.05
H 0.63844 -0.01792 1.97588 0.09
H -0.45777 0.79105 0.02156 0.43
H -0.95929 -0.91358 -0.61357 -0.48
```

Properties
highest occupied orbital energy = -9.89 eV
ΔE to the lowest compared entry with this formula, charge and spin = 49.5 kcal/mol
Kohn-Sham gap = 10.18 eV
LUMO = 0.29 eV
SMILES = COC(=O)OC.COC(=O)OC.COC(=O)OC.COC(=O)OC.BrCCBr.BrCCBr.BrCCBr
total charge = 0

---

| no. | electronic energy (eV) |
| --- | --- |
| 1 | -60664.100 |
| 2 | -37459.414 |
| 3 | -103394.268 |
| 4 | -8883.421 |
| 5 | -464073.679 |